Entry 1:
{"formula": "C17H23F3NbO", "method": "ωB97M-V/def2-TZVPD", "e_tot_ha": -1093.37197, "total_charge": -1, "species": ["O", "Nb", "F", "C", "C", "F", "C", "C", "C", "C", "C", "C", "C", "C", "C", "H", "H", "H", "H", "H", "H", "H", "H", "H", "H", "H", "H", "H", "H", "H", "H", "H", "H", "F", "C", "C", "C", "C", "C", "C", "H", "H", "H", "H", "H"], "positions_angstrom": [[0.879, -1.451, -1.332], [0.107, -0.763, 0.358], [1.747, -1.250, 1.284], [0.732, 1.436, 0.271], [0.654, 2.149, -1.058], [-0.498, 1.837, -1.816], [-1.028, -2.592, 1.085], [-1.698, -3.473, 0.027], [-2.552, -2.803, -1.039], [-3.738, -1.993, -0.589], [-4.246, -2.072, 0.714], [-5.358, -1.334, 1.113], [-5.995, -0.502, 0.196], [-5.511, -0.423, -1.108], [-4.393, -1.156, -1.495], [1.731, -1.886, -1.227], [-0.515, -0.172, 1.969], [-1.437, -0.186, -0.352], [1.774, 1.492, 0.604], [0.143, 1.991, 1.003], [1.507, 1.886, -1.693], [0.633, 3.241, -0.961], [-1.711, -2.345, 1.895], [-0.212, -3.163, 1.544], [-2.300, -4.273, 0.482], [-0.888, -3.982, -0.507], [-1.910, -2.182, -1.670], [-2.960, -3.585, -1.692], [-3.762, -2.716, 1.435], [-5.711, -1.400, 2.132], [-6.854, 0.080, 0.503], [-6.002, 0.222, -1.828], [-4.011, -1.074, -2.505], [3.351, 3.495, -1.325], [4.328, 3.101, -0.488], [4.534, 1.747, -0.314], [5.533, 1.346, 0.559], [6.301, 2.284, 1.235], [6.065, 3.637, 1.040], [5.069, 4.061, 0.172], [3.908, 1.038, -0.836], [5.703, 0.289, 0.718], [7.074, 1.961, 1.919], [6.654, 4.373, 1.572], [4.860, 5.108, 0.005]], "atomic_forces_ev_per_a": [[0.0, -0.1, 0.3], [0.7, -0.4, -0.3], [0.3, 0.0, 0.2], [-1.0, 0.3, 0.1], [0.2, -0.1, -0.3], [0.1, 0.0, 0.2], [-0.5, 0.7, 0.0], [0.2, -0.3, 0.0], [-0.1, 0.0, -0.2], [-0.2, 0.2, 0.5], [-0.1, 0.0, -0.2], [0.2, 0.0, -0.5], [0.2, -0.2, 0.0], [0.1, -0.1, 0.1], [-0.2, 0.0, 0.4], [0.0, 0.0, -0.2], [0.1, 0.0, 0.1], [-0.2, 0.1, 0.1], [0.1, -0.2, 0.1], [0.0, 0.0, 0.0], [-0.1, 0.0, 0.0], [0.0, 0.0, 0.0], [0.0, 0.0, 0.0], [0.1, 0.0, 0.0], [0.0, 0.0, 0.1], [-0.1, -0.1, -0.1], [-0.1, 0.1, 0.0], [0.1, -0.1, -0.1], [0.1, 0.0, 0.0], [0.0, 0.0, 0.1], [0.0, 0.0, 0.0], [0.0, 0.0, 0.0], [0.0, 0.0, 0.0], [0.1, 0.2, 0.0], [-0.1, -0.1, 0.0], [0.0, 0.0, 0.0], [0.0, -0.1, 0.0], [0.0, 0.0, 0.0], [0.0, 0.0, 0.0], [0.0, 0.0, 0.0], [0.0, 0.0, 0.0], [0.0, 0.0, 0.0], [0.0, 0.0, 0.0], [0.0, 0.0, 0.0], [0.0, 0.0, 0.0]], "nbo_charge": [-1.03, 1.92, -0.64, -0.87, 0.05, -0.39, -0.83, -0.40, -0.43, 0.01, -0.22, -0.21, -0.24, -0.23, -0.15, 0.48, -0.37, -0.38, 0.21, 0.22, 0.14, 0.14, 0.21, 0.21, 0.17, 0.20, 0.23, 0.20, 0.21, 0.20, 0.20, 0.20, 0.20, -0.32, 0.41, -0.28, -0.18, -0.24, -0.20, -0.29, 0.24, 0.22, 0.21, 0.21, 0.22]}

=====

Entry 2:
{"formula": "C17H23F5NO2P2Zr", "method": "ωB97M-V/def2-TZVPD", "e_tot_ha": -2094.74397, "total_charge": 3, "species": ["Zr", "P", "C", "C", "N", "C", "C", "C", "C", "C", "P", "H", "H", "H", "H", "H", "H", "H", "H", "O", "H", "H", "O", "H", "C", "H", "H", "H", "C", "H", "H", "H", "C", "H", "H", "H", "C", "H", "H", "H", "F", "C", "C", "C", "F", "C", "F", "C", "F", "C", "F"], "positions_angstrom": [[0.288, 1.038, -0.283], [2.276, -0.763, 0.346], [2.459, -0.686, -1.512], [1.143, -1.242, -2.160], [0.006, -0.764, -1.578], [-1.154, -1.259, -2.000], [-1.289, -2.242, -3.023], [-0.114, -2.742, -3.570], [1.106, -2.254, -3.131], [-2.397, -0.482, -1.502], [-2.196, 1.319, -0.873], [2.074, -2.708, -3.362], [-2.258, -2.505, -3.372], [-0.134, -3.555, -4.238], [-3.065, -0.312, -2.374], [-3.046, -1.049, -0.756], [2.461, 0.496, -1.685], [3.423, -1.223, -1.775], [0.568, 4.129, -1.352], [1.266, 1.546, -1.832], [1.381, 1.601, -2.789], [-0.893, 2.038, -1.112], [-0.199, 3.731, -0.958], [-0.642, 4.095, -0.175], [-2.896, 2.314, -2.263], [-3.831, 1.899, -2.643], [-3.100, 3.335, -1.900], [-2.158, 2.320, -3.076], [-3.535, 1.322, 0.353], [-3.448, 2.142, 1.070], [-4.491, 1.402, -0.183], [-3.521, 0.370, 0.900], [2.344, -2.495, 0.753], [3.283, -2.996, 0.500], [2.179, -2.626, 1.829], [1.542, -3.028, 0.245], [3.885, -0.176, 0.893], [3.975, 0.074, 1.958], [4.563, -1.002, 0.664], [4.177, 0.709, 0.326], [-1.329, -2.556, 1.174], [-1.233, -1.492, 2.044], [-0.722, -0.278, 1.606], [-0.588, 0.709, 2.582], [0.019, 1.871, 2.099], [-0.961, 0.553, 3.904], [-0.846, 1.564, 4.798], [-1.471, -0.670, 4.356], [-1.803, -0.887, 5.652], [-1.608, -1.706, 3.409], [-2.064, -2.912, 3.828]], "atomic_forces_ev_per_a": [[5.5, -2.8, 4.5], [0.5, 0.5, -1.0], [0.3, 0.5, -0.6], [1.7, -0.5, 0.7], [0.6, -0.3, -0.7], [-2.0, 0.5, -1.0], [1.3, 1.7, 1.5], [-0.2, 0.3, 1.0], [0.9, 0.7, 1.5], [-0.2, -0.8, -0.2], [-5.0, -1.5, -2.8], [-0.5, 0.2, -0.5], [-0.6, -0.4, -0.1], [-0.1, -0.7, -1.0], [0.4, -0.1, 0.4], [1.2, 0.8, -0.6], [1.4, -3.7, 0.0], [-1.3, 0.6, -0.2], [0.6, 1.1, 0.3], [-1.7, 2.1, -0.5], [0.2, 0.1, -0.1], [-2.8, 1.1, -0.6], [-1.5, -2.5, 1.0], [0.9, 1.2, -0.5], [0.6, 0.2, 0.2], [0.0, -0.2, 0.3], [0.2, -0.3, -0.2], [-0.2, 0.2, 0.1], [0.2, 0.3, 1.4], [-0.2, 0.0, 0.0], [0.4, 0.2, -0.3], [0.3, 0.3, -0.1], [-1.0, -0.8, 0.6], [0.1, 0.5, -0.1], [0.0, 0.0, -0.1], [-0.1, -0.1, 0.0], [0.4, 0.5, 0.2], [-0.2, -0.2, -0.2], [0.2, 0.2, 0.0], [0.1, 0.0, 0.0], [-0.1, 1.2, 0.8], [-0.3, -0.9, 0.6], [-0.3, 0.9, -0.7], [-0.6, -1.5, -0.1], [0.0, 0.5, -0.4], [0.3, 1.6, 1.5], [0.0, -1.0, -1.0], [-0.4, -1.0, 0.4], [0.6, 0.6, -2.3], [-0.1, -1.0, -0.2], [0.6, 1.6, -0.8]], "nbo_charge": [2.02, 0.96, -0.77, 0.25, -0.63, 0.26, -0.20, -0.06, -0.21, -0.65, 1.03, 0.27, 0.27, 0.27, 0.29, 0.31, 0.29, 0.29, 0.56, -1.04, 0.55, 0.03, -0.94, 0.54, -0.91, 0.30, 0.29, 0.27, -0.89, 0.29, 0.31, 0.29, -0.96, 0.29, 0.29, 0.27, -0.95, 0.29, 0.28, 0.26, -0.32, 0.36, -0.59, 0.30, -0.34, 0.27, -0.26, 0.35, -0.23, 0.30, -0.25]}

=====

Entry 3:
{"formula": "C17H23IrN2O8P3S2", "method": "ωB97M-V/def2-TZVPD", "e_tot_ha": -3297.68763, "total_charge": 1, "relative_energy_kcal_mol": 40.81, "multiplicity": 5, "species": ["Ir", "N", "C", "C", "P", "O", "O", "O", "P", "O", "O", "O", "H", "H", "H", "H", "H", "H", "H", "H", "O", "S", "O", "N", "C", "S", "C", "C", "C", "C", "C", "C", "H", "H", "H", "H", "C", "P", "C", "C", "C", "C", "C", "C", "C", "H", "H", "H", "H", "H", "H", "H", "H", "H", "H", "H"], "positions_angstrom": [[0.697, 0.175, 0.346], [-2.944, -2.199, -0.901], [-2.825, -1.004, -0.032], [-4.181, -0.581, 0.475], [-1.778, -1.722, 1.345], [-2.016, -0.877, 2.670], [-2.354, -3.100, 1.408], [-0.306, -1.681, 0.990], [-1.995, 0.502, -0.708], [-0.802, -0.307, -1.575], [-2.806, 1.328, -1.600], [-1.380, 1.061, 0.543], [-2.852, -2.973, -0.132], [-2.142, -2.254, -1.538], [-3.819, -2.246, -1.430], [-4.657, -1.365, 1.062], [-4.822, -0.301, -0.362], [-4.064, 0.308, 1.092], [-2.665, -1.298, 3.237], [-0.565, 0.277, -2.303], [0.459, 2.170, -1.118], [0.647, 3.067, 0.010], [1.494, 4.183, -0.238], [1.306, 2.060, 1.206], [0.530, 2.076, 2.277], [0.756, 0.836, 3.413], [-0.594, 2.993, 2.252], [-1.529, 3.234, 3.250], [-2.609, 4.053, 2.954], [-2.759, 4.619, 1.694], [-1.823, 4.377, 0.688], [-0.762, 3.567, 0.989], [-1.405, 2.794, 4.229], [-3.359, 4.226, 3.709], [-3.615, 5.237, 1.475], [-1.940, 4.786, -0.302], [3.978, -1.220, 0.954], [2.872, -0.544, -0.338], [3.890, 0.763, -1.094], [2.727, -1.868, -1.570], [1.973, -2.981, -1.195], [1.827, -4.042, -2.066], [2.404, -3.988, -3.326], [3.134, -2.875, -3.711], [3.296, -1.811, -2.839], [3.550, -2.120, 1.389], [4.094, -0.474, 1.739], [4.955, -1.451, 0.527], [4.853, 0.352, -1.400], [4.048, 1.552, -0.361], [3.375, 1.199, -1.947], [1.505, -2.992, -0.220], [1.263, -4.912, -1.764], [2.282, -4.816, -4.006], [3.579, -2.839, -4.694], [3.872, -0.953, -3.152]], "atomic_forces_ev_per_a": [[0.9, -1.8, -0.4], [0.1, -0.5, -0.2], [0.7, 0.9, 0.5], [-0.3, 0.1, 0.1], [0.0, -0.8, -0.1], [0.1, 0.3, -0.2], [-0.2, 0.0, 0.1], [0.3, 0.7, -0.1], [-0.9, -1.1, -0.8], [-0.3, 0.4, 0.6], [-0.1, 0.0, -0.2], [0.4, -0.3, 0.4], [-0.2, 0.1, -0.5], [-0.2, -0.1, 0.0], [0.2, 0.1, 0.1], [-0.1, 0.0, 0.0], [-0.1, 0.0, 0.0], [-0.1, 0.0, 0.1], [-0.3, -0.2, 0.3], [0.2, 0.1, -0.5], [-0.3, 0.2, 0.0], [0.8, 1.2, -0.2], [-0.1, 0.2, 0.2], [0.1, 0.4, 0.1], [-0.1, 0.5, -0.3], [0.3, -0.2, 0.7], [-0.6, 0.2, 0.1], [0.3, 0.0, -0.2], [-0.1, 0.0, 0.0], [0.1, -0.2, 0.0], [0.1, 0.0, -0.2], [0.4, -0.3, 0.3], [-0.1, 0.0, 0.1], [0.0, 0.1, 0.1], [-0.1, 0.1, 0.0], [-0.1, 0.1, -0.1], [-0.3, 0.1, -0.1], [-0.4, 0.1, 0.2], [-0.3, -0.2, 0.1], [-0.1, 0.1, 0.1], [0.1, 0.2, 0.0], [0.0, 0.0, 0.0], [0.0, 0.0, 0.0], [-0.1, -0.1, -0.1], [0.0, 0.0, 0.2], [0.0, 0.0, 0.0], [0.0, 0.1, 0.1], [0.0, 0.0, 0.0], [0.0, 0.1, 0.0], [0.0, 0.0, 0.1], [0.0, 0.0, -0.1], [-0.1, -0.1, 0.1], [-0.1, -0.1, 0.0], [0.0, -0.1, -0.1], [0.0, 0.0, -0.1], [0.0, 0.1, 0.0]], "mulliken_spin": [2.19, 0.00, 0.01, 0.00, 0.02, 0.01, 0.01, 0.08, 0.00, 0.09, 0.01, 0.03, 0.00, 0.00, 0.00, 0.00, 0.00, 0.00, 0.00, 0.00, 0.09, -0.01, 0.02, 0.02, 0.17, 1.12, -0.04, 0.05, -0.02, 0.05, -0.01, 0.04, 0.00, 0.00, 0.00, 0.00, -0.01, 0.13, 0.00, -0.01, 0.00, 0.00, 0.00, 0.00, 0.01, 0.00, 0.00, 0.00, 0.00, 0.00, 0.00, -0.01, 0.00, 0.00, 0.00, 0.00]}

=====

Entry 4:
{"formula": "C17H23IrN4O9S2", "method": "ωB97M-V/def2-TZVPD", "e_tot_ha": -2457.61460, "total_charge": 2, "relative_energy_kcal_mol": 9.99, "species": ["Ir", "O", "C", "C", "C", "C", "C", "C", "C", "O", "N", "O", "O", "H", "H", "H", "H", "C", "S", "C", "O", "H", "H", "H", "H", "H", "H", "C", "C", "S", "O", "O", "C", "C", "N", "C", "N", "C", "C", "N", "O", "O", "C", "H", "H", "H", "H", "H", "H", "H", "H", "H", "H", "H", "H", "H"], "positions_angstrom": [[0.120, -0.642, -2.082], [1.212, -0.004, -3.710], [1.009, 0.964, -4.490], [0.020, 1.946, -4.389], [-0.110, 2.902, -5.419], [-1.087, 3.838, -5.337], [-1.923, 3.915, -4.213], [-1.804, 2.997, -3.200], [-0.845, 1.973, -3.268], [-0.779, 1.124, -2.270], [-1.299, 4.773, -6.461], [-2.232, 5.534, -6.360], [-0.530, 4.683, -7.388], [1.686, 1.048, -5.345], [0.554, 2.892, -6.276], [-2.654, 4.711, -4.168], [-2.440, 3.037, -2.327], [-1.458, -4.741, -2.725], [-1.579, -3.702, -1.278], [-3.289, -3.207, -1.431], [-0.769, -2.439, -1.672], [-2.154, -5.570, -2.596], [-0.442, -5.128, -2.776], [-1.696, -4.167, -3.619], [-3.894, -4.105, -1.301], [-3.468, -2.756, -2.405], [-3.515, -2.506, -0.630], [-0.297, -1.377, 7.483], [-0.225, -0.320, 6.389], [0.722, -1.009, 5.024], [-0.157, -1.737, 4.129], [1.888, -1.684, 5.527], [1.309, 0.385, 4.028], [2.276, -0.233, 3.011], [1.922, 0.101, 1.623], [1.411, -0.766, 0.746], [1.200, -0.135, -0.420], [1.584, 1.174, -0.279], [2.028, 1.326, 0.986], [2.502, 2.555, 1.575], [2.445, 3.526, 0.862], [2.901, 2.508, 2.718], [1.153, -2.199, 1.028], [-0.897, -1.004, 8.311], [0.695, -1.614, 7.858], [-0.765, -2.290, 7.118], [0.320, 0.570, 6.703], [-1.199, -0.067, 5.973], [1.786, 1.128, 4.660], [0.417, 0.794, 3.554], [2.247, -1.317, 3.098], [3.291, 0.096, 3.205], [1.529, 1.910, -1.060], [2.090, -2.722, 1.226], [0.684, -2.650, 0.160], [0.506, -2.317, 1.901]], "atomic_forces_ev_per_a": [[0.2, 1.1, -1.0], [0.2, -0.8, 1.2], [-0.1, 0.5, -0.2], [-0.1, -0.2, 0.3], [0.1, 0.0, -0.3], [-0.1, 0.0, 0.2], [0.0, 0.0, -0.1], [-0.1, -0.1, 0.4], [0.3, 0.3, -0.4], [-0.2, -1.0, 1.0], [0.1, 0.0, 0.1], [0.0, 0.1, 0.0], [0.0, 0.0, -0.1], [0.1, -0.3, 0.1], [0.0, 0.0, 0.0], [-0.1, -0.1, 0.0], [0.0, 0.1, 0.0], [0.2, 0.1, 0.0], [-0.3, -0.3, 0.2], [0.1, 0.2, 0.1], [0.2, 0.5, -0.3], [0.0, 0.0, 0.1], [0.0, 0.0, 0.0], [-0.1, 0.0, 0.0], [0.0, 0.0, 0.0], [0.1, 0.0, 0.0], [0.0, 0.0, 0.0], [-0.1, 0.0, 0.2], [0.4, -0.3, -0.4], [-0.2, 0.1, -0.1], [0.0, 0.0, 0.0], [0.0, 0.1, 0.0], [-0.2, -0.3, 0.2], [0.0, 0.1, 0.3], [0.1, 0.3, 0.0], [-0.1, -0.5, 0.0], [-0.7, 0.3, -1.2], [0.1, 0.3, 0.0], [-0.1, -0.3, -0.2], [0.1, 0.1, 0.1], [0.0, 0.0, 0.0], [0.0, 0.0, 0.0], [-0.1, 0.0, 0.0], [0.0, 0.1, 0.0], [0.0, 0.0, 0.0], [0.0, 0.0, 0.0], [-0.1, 0.0, 0.1], [0.0, 0.1, 0.0], [0.0, 0.0, 0.0], [0.1, 0.2, 0.0], [0.1, 0.0, -0.2], [0.0, 0.0, -0.1], [0.0, 0.0, 0.0], [0.0, 0.0, 0.0], [0.1, 0.0, 0.0], [0.0, 0.0, 0.0]], "nbo_charge": [1.51, -0.58, 0.44, -0.32, -0.08, -0.01, -0.06, -0.30, 0.49, -0.64, 0.53, -0.33, -0.34, 0.22, 0.27, 0.28, 0.25, -0.80, 1.28, -0.81, -1.07, 0.28, 0.27, 0.26, 0.28, 0.26, 0.27, -0.62, -0.63, 2.16, -0.99, -0.93, -0.67, -0.23, -0.28, 0.46, -0.45, -0.02, 0.17, 0.53, -0.32, -0.34, -0.69, 0.24, 0.24, 0.23, 0.24, 0.25, 0.27, 0.24, 0.25, 0.27, 0.27, 0.27, 0.23, 0.30]}

=====

Entry 5:
{"formula": "C17H23N2O", "method": "ωB97M-V/def2-TZVPD", "e_tot_ha": -845.98989, "total_charge": 1, "relative_energy_kcal_mol": 85.08, "species": ["C", "O", "C", "C", "C", "C", "C", "C", "C", "C", "C", "C", "C", "C", "C", "H", "H", "H", "H", "H", "H", "H", "H", "H", "H", "H", "H", "H", "C", "N", "N", "C", "C", "H", "H", "H", "H", "H", "H", "H", "H", "H", "H"], "positions_angstrom": [[-2.517, 4.702, 2.557], [-3.028, 3.386, 2.296], [-2.534, 2.590, 1.316], [-3.132, 1.301, 1.225], [-2.593, 0.367, 0.388], [-1.461, 0.668, -0.437], [-0.782, -0.413, -1.035], [0.281, -0.360, -1.981], [0.331, -1.326, -3.032], [1.345, -1.307, -3.976], [2.329, -0.309, -3.930], [2.276, 0.680, -2.930], [1.320, 0.611, -1.924], [-1.087, 2.045, -0.544], [-1.528, 2.969, 0.392], [-3.158, 5.025, 3.373], [-1.465, 4.679, 2.880], [-2.630, 5.370, 1.690], [-3.979, 1.100, 1.879], [-2.992, -0.647, 0.385], [-1.216, -1.412, -0.852], [-0.457, -2.073, -3.065], [1.366, -2.054, -4.771], [3.098, -0.257, -4.702], [2.978, 1.510, -2.944], [1.375, 1.273, -1.059], [-0.396, 2.373, -1.320], [-1.119, 3.984, 0.429], [-0.199, -1.111, 1.976], [1.067, -1.805, 2.072], [1.570, -2.362, 0.887], [3.023, -2.386, 0.962], [0.993, -3.668, 0.646], [-0.550, -0.980, 3.003], [-0.067, -0.119, 1.529], [-0.954, -1.665, 1.404], [1.790, -1.214, 2.486], [3.426, -2.695, -0.007], [3.351, -1.379, 1.222], [3.378, -3.062, 1.754], [1.268, -3.998, -0.359], [1.366, -4.416, 1.371], [-0.090, -3.613, 0.745]], "atomic_forces_ev_per_a": [[0.1, 0.1, -0.1], [0.6, -1.3, -1.4], [-0.3, 0.6, 0.7], [0.0, 0.3, 0.1], [0.1, 0.0, 0.5], [-0.1, -0.4, -0.4], [-1.3, 0.5, -0.4], [1.4, 0.0, -0.5], [0.0, 0.2, 0.8], [0.1, 0.2, 0.0], [-0.6, 0.5, 0.2], [-0.1, -0.4, -0.1], [-0.4, -0.2, -0.2], [0.3, 0.3, 0.6], [0.0, 0.0, -0.1], [0.2, 0.3, 0.0], [-0.3, -0.1, -0.1], [0.0, -0.3, 0.2], [0.2, -0.1, -0.2], [0.1, 0.2, 0.0], [0.2, 0.6, -0.2], [0.2, 0.0, -0.1], [0.0, 0.2, 0.3], [-0.2, -0.1, 0.3], [0.1, -0.3, 0.1], [0.0, -0.1, -0.3], [-0.2, -0.2, 0.3], [-0.3, -0.4, -0.2], [0.6, 0.4, 0.2], [-0.1, -0.5, 1.8], [0.2, 0.6, -1.6], [-0.4, -0.1, 0.0], [0.5, -0.3, 0.4], [-0.2, 0.0, -0.2], [-0.2, 0.0, -0.1], [0.4, -0.1, 0.3], [-0.5, -0.2, -0.1], [0.0, 0.1, 0.2], [0.2, 0.0, -0.3], [0.0, -0.1, -0.1], [-0.1, 0.0, 0.0], [-0.2, 0.1, -0.1], [0.0, -0.1, -0.1]], "nbo_charge": [-0.27, -0.45, 0.45, -0.28, -0.07, -0.22, 0.15, -0.16, -0.13, -0.20, -0.13, -0.22, -0.14, 0.00, -0.35, 0.23, 0.20, 0.20, 0.26, 0.23, 0.23, 0.23, 0.24, 0.24, 0.24, 0.22, 0.23, 0.25, -0.41, -0.50, -0.31, -0.42, -0.42, 0.22, 0.15, 0.18, 0.36, 0.21, 0.19, 0.18, 0.20, 0.18, 0.19]}